Computed, not measured: a molecular structure, C39H63BBrClGeIN7O4Sm, with wB97M-V/def2-TZVPD.

ORCA input file:
```
! RIJCOSX wB97M-V def2-TZVPD def2/J DEFGRID3
* xyz -1 6
Sm -0.489 -0.969 0.458
C 2.282 0.382 3.808
C 0.841 0.904 3.849
C 0.555 1.567 5.195
C 0.598 1.847 2.707
C 0.745 3.242 2.726
C 0.490 3.655 1.435
C 0.474 5.065 0.920
C 1.539 5.918 1.610
C -0.919 5.676 1.106
N 0.187 2.558 0.705
N 0.238 1.441 1.492
B 0.184 2.429 -0.838
N 1.356 1.498 -1.254
N 1.259 0.141 -1.178
C 2.411 -0.351 -1.619
C 3.283 0.691 -1.959
C 2.578 1.852 -1.699
C 3.085 3.265 -1.787
C 4.092 3.520 -0.658
C 3.716 3.548 -3.152
C 2.673 -1.825 -1.765
C 3.777 -2.299 -0.815
C 3.064 -2.122 -3.216
N -1.165 1.972 -1.437
N -1.843 0.853 -1.023
C -2.964 0.805 -1.736
C -3.004 1.869 -2.645
C -1.845 2.581 -2.439
C -1.443 3.788 -3.255
C -1.452 5.117 -2.494
C -0.141 3.581 -4.036
C -4.022 -0.252 -1.597
C -4.002 -1.197 -2.802
C -5.405 0.389 -1.456
H 2.463 -0.298 4.644
H 2.987 1.218 3.882
H 2.479 -0.164 2.888
H 0.167 0.061 3.733
H 1.296 2.343 5.417
H 0.604 0.823 5.994
H -0.436 2.028 5.216
H 1.015 3.862 3.567
H 0.697 5.055 -0.146
H 1.299 6.069 2.666
H 1.595 6.903 1.138
H 2.523 5.449 1.550
H -1.164 5.727 2.171
H -1.681 5.071 0.612
H -0.960 6.689 0.693
H 0.391 3.508 -1.290
H 4.289 0.612 -2.343
H 2.252 3.951 -1.641
H 4.956 2.859 -0.763
H 3.639 3.327 0.318
H 4.444 4.556 -0.680
H 4.606 2.930 -3.299
H 4.017 4.596 -3.225
H 3.021 3.332 -3.965
H 1.746 -2.357 -1.540
H 4.726 -1.815 -1.070
H 3.915 -3.381 -0.909
H 3.542 -2.063 0.223
H 4.003 -1.617 -3.463
H 2.297 -1.777 -3.912
H 3.205 -3.195 -3.364
H -3.775 2.094 -3.367
H -2.242 3.859 -3.996
H -0.607 5.202 -1.815
H -2.368 5.225 -1.910
H -1.400 5.950 -3.202
H 0.711 3.474 -3.366
H 0.046 4.434 -4.696
H -0.196 2.678 -4.649
H -3.821 -0.824 -0.696
H -4.297 -0.652 -3.705
H -4.703 -2.024 -2.655
H -3.012 -1.617 -2.976
H -5.664 0.968 -2.346
H -5.448 1.057 -0.593
H -6.165 -0.386 -1.327
O -2.308 -2.293 -0.225
N -1.720 -2.808 -1.214
O -0.753 -2.132 -1.606
Cl 2.882 -3.495 3.568
C 1.771 -4.076 2.293
C 1.152 -2.987 1.440
O 1.572 -1.799 1.481
O 0.213 -3.356 0.692
H 0.970 -4.637 2.763
H 2.330 -4.738 1.637
C -2.776 -3.325 5.007
Ge -2.705 -2.827 3.105
C -2.395 -4.540 2.201
C -4.512 -2.258 2.594
C -1.439 -1.416 2.770
H -3.524 -4.104 5.191
H -3.013 -2.458 5.631
H -1.797 -3.706 5.315
H -3.253 -5.200 2.371
H -1.495 -5.034 2.580
H -2.264 -4.382 1.129
H -5.253 -3.034 2.808
H -4.529 -2.044 1.521
H -4.795 -1.347 3.129
H -0.550 -1.702 3.353
H -1.866 -0.542 3.282
Br 3.084 -5.940 -2.937
C 1.461 -6.092 -1.967
C 1.512 -6.816 -0.781
C 0.362 -7.003 -0.033
C -0.842 -6.474 -0.473
C -0.889 -5.743 -1.648
C 0.261 -5.532 -2.402
I 0.089 -4.350 -4.111
H 2.459 -7.224 -0.453
H 0.410 -7.559 0.896
H -1.746 -6.609 0.108
H -1.820 -5.292 -1.969
*
```

Values from the calculation:
Electronic energy   -225855.88621 eV
ΔE to the lowest compared entry with this formula, charge and spin   0.00 kcal per mole
Gap between HOMO and LUMO (spin up / spin down)   7.2 / 7.1 eV
⟨S²⟩   8.761